[1]
19
Properties=species:S:1:pos:R:3:forces:R:3:mulliken_charge:R:1 method="wB97M-V/def2-TZVPD" s2=0.751 gap_ev="3.75 / 10.26" total_charge=0 spin_multiplicity=2
N 0.066 -0.202 -1.887 0.2007 1.0029 -0.1330 -0.72
N -0.663 1.517 0.026 0.5757 -0.6597 2.6931 -1.78
C 1.272 -0.073 0.405 -4.6767 -2.9870 0.8029 -1.37
C -0.136 0.406 1.111 2.1120 2.4506 -4.8397 -0.92
C 0.909 -0.868 -0.904 0.2991 0.4821 1.3461 -0.70
C -1.183 -0.673 1.238 -0.8580 -0.5151 1.0828 -0.98
H -2.285 -0.607 0.997 1.1532 1.5563 0.6017 0.53
H 0.288 1.028 1.869 -1.0325 -0.0502 1.5769 0.66
H -0.181 1.074 -0.828 -2.0974 0.9125 0.0575 0.62
H 1.813 -1.012 -1.377 2.2690 -0.8275 -0.9182 0.40
H -0.666 -0.673 -2.433 0.8645 0.1216 0.5007 0.24
H 2.010 0.563 0.118 1.5328 2.9483 -0.0853 0.76
H 1.690 -0.708 1.207 0.1061 -0.3708 -0.6922 0.32
H -0.313 2.502 0.300 -0.2003 -0.9042 -0.3039 0.93
H -1.099 -0.879 2.316 -0.3701 -1.0240 -0.3371 0.17
H 0.603 -1.802 -0.533 -1.0026 -1.3138 -0.3470 0.47
H -1.721 1.464 0.228 0.9007 0.4127 -1.2712 0.65
H 0.663 0.459 -2.413 -0.8804 -0.8726 -0.2061 0.39
H -1.066 -1.516 0.561 1.1043 -0.3621 0.4720 0.33

=====

[2]
27
Properties=species:S:1:pos:R:3:forces:R:3:mulliken_charge:R:1 method="wB97M-V/def2-TZVPD" gap_ev="7.92 / 7.92" total_charge=0 spin_multiplicity=1
S 1.043 2.777 1.043 -0.0764 -0.6396 0.6003 -0.41
P 0.603 0.969 0.511 -2.6092 0.0413 0.4254 0.28
N -0.949 -0.691 1.353 5.1579 -0.1024 -1.3656 -0.33
N -0.207 0.937 -0.952 0.5410 1.5420 1.2119 0.18
N 1.896 -0.043 0.231 0.6299 0.2311 -1.4666 0.33
C 2.482 -1.021 0.957 0.8161 -0.7997 2.7136 -0.38
C -1.736 -0.195 2.403 -1.5319 -1.0251 0.9225 -0.90
C 2.740 0.246 -0.855 0.0913 -1.3748 -1.4624 -0.30
C -0.741 -0.356 -1.109 -0.4241 -1.4429 -2.5412 -1.06
C -0.728 2.173 -1.641 -0.8029 -0.9319 2.3515 -0.83
C 3.755 -0.681 -0.738 1.9670 1.8647 -2.5033 -0.40
C 3.725 -1.348 0.473 0.2451 -1.3789 -0.1599 -0.35
C -1.514 -0.926 0.043 -0.0221 0.9256 1.9043 -0.55
H -2.396 -0.379 0.024 -2.5561 0.8038 -0.1274 0.46
H -1.413 -0.409 -2.000 0.4905 0.1561 0.5416 0.53
H -0.357 2.126 -2.641 -0.0085 0.3409 -0.7185 0.31
H -1.856 2.125 -1.568 1.1892 0.3506 -0.4087 0.30
H -2.292 0.592 1.939 -1.1073 1.1620 0.8865 0.39
H 0.061 -1.041 -1.317 0.6216 -0.4086 -0.2823 0.26
H 2.048 -1.317 1.890 -0.3315 -0.0522 0.2121 0.38
H -1.721 -1.967 -0.143 0.0457 -0.5153 0.0088 0.37
H 2.415 0.777 -1.792 0.2827 -0.3710 1.6039 0.26
H -1.272 0.001 3.388 0.6533 0.6875 -1.0474 0.25
H 4.611 -2.036 0.701 -2.1243 0.8562 0.3960 0.29
H -0.343 3.052 -1.047 -0.4717 -0.9299 -0.9731 0.26
H -2.433 -0.994 2.825 0.2423 0.5336 -1.1912 0.30
H 4.589 -0.843 -1.458 -0.9074 0.4769 0.4690 0.34

=====

[3]
33
Properties=species:S:1:pos:R:3:forces:R:3:mulliken_charge:R:1 method="wB97M-V/def2-TZVPD" gap_ev=10.16 total_charge=+1 spin_multiplicity=1
O 3.163 1.463 -0.586 -0.8966 -0.9479 0.5735 -0.68
O -3.870 -0.023 -1.144 0.9069 2.5349 3.6391 -0.57
O 2.884 -0.638 1.026 0.5158 -1.4571 -0.1042 -0.70
N 0.720 2.325 -0.284 1.1550 2.1678 1.5791 -0.19
N -1.017 0.254 -0.139 0.4921 0.2124 0.6119 -0.05
N 1.375 -1.314 -1.279 -1.1835 2.8790 2.6756 -0.49
C -1.124 1.196 0.982 0.3578 0.6252 -0.5271 -0.60
C -1.714 -1.961 0.839 0.1066 1.0026 0.9895 -1.41
C -0.563 -1.103 0.266 0.3125 -0.6831 -0.0765 0.37
C 0.033 -1.809 -0.986 0.7488 -0.3333 1.6990 -1.07
C 0.246 1.925 1.106 0.2573 -0.6958 0.6333 -0.50
H 1.798 -1.773 -2.000 1.2950 -1.3270 -2.3994 0.21
H 1.817 2.345 -0.301 -1.3523 -0.5205 -0.2897 0.37
H -1.342 -2.926 1.162 0.0765 -0.3030 -0.2138 0.47
H 4.025 1.833 -0.648 1.1555 0.4492 -0.1211 0.31
H 3.223 0.658 0.022 0.0065 0.6237 -0.3615 0.42
H 1.024 1.256 1.576 -0.6977 0.6050 -0.8445 0.19
H 0.358 3.259 -0.586 0.2170 -1.0687 0.3941 0.38
H 0.281 -1.025 1.022 -1.0502 0.1862 -0.7561 0.15
H -4.196 -0.524 -1.805 -1.3837 -2.7105 -3.8322 0.25
H -0.618 -1.688 -1.789 -1.4040 0.4873 -1.5663 0.46
H 3.610 -1.244 1.330 -0.9869 0.9080 -0.3420 0.30
H -1.899 0.234 -0.638 -0.1006 -0.4052 0.0171 0.18
H -2.127 -1.510 1.802 0.1869 -0.3304 -1.4667 0.30
H -1.416 0.711 1.921 0.3089 0.1550 -0.0210 0.31
H 0.184 2.808 1.746 -0.0070 -0.0174 -0.2565 0.43
H -1.890 1.977 0.790 0.2854 -0.5963 -0.1584 0.40
H 0.074 -2.901 -0.849 0.2063 0.3571 0.3289 0.49
H -4.664 0.113 -0.604 0.4298 0.2005 0.1337 0.29
H 2.348 -1.184 0.369 0.5426 0.5833 0.2423 0.38
H 1.368 -0.277 -1.465 0.0173 -1.6764 -0.0315 0.07
H -2.473 -2.074 0.052 -0.0190 -0.0221 0.5372 0.31
H 0.380 1.615 -0.905 -0.4993 -0.8827 -0.6858 0.23